Entry 1:
H12O6 | the ωB97M-V functional and the def2-TZVPD basis

```
18
Properties=species:S:1:pos:R:3:lowdin_charge:R:1
O -4.862 1.425 -0.249 -0.097
O 3.997 0.470 -0.307 -0.020
O 0.895 -2.010 1.644 -0.084
O -2.136 2.644 3.564 -0.014
O 2.163 -1.918 -4.086 -0.033
O 0.013 -0.581 -0.398 -0.115
H 4.921 0.713 -0.439 0.042
H 2.887 -1.372 -4.168 -0.022
H 1.631 -2.139 1.063 0.019
H -5.681 1.033 0.001 -0.001
H 1.168 -1.676 2.553 0.079
H 1.401 -1.448 -4.487 0.056
H -2.121 1.806 3.221 -0.023
H 3.565 0.675 -1.080 -0.022
H -2.826 2.490 4.208 0.036
H -0.725 -0.865 0.160 0.023
H -4.481 0.864 -1.042 0.098
H -0.299 -0.326 -1.338 0.077
```

Structure (SMILES): O.O.O.O.O.O
Energy above the lowest of the compared OMol25 structures with the same formula, charge and spin in kcal/mol: 61.1
Charge: 0

Entry 2:
H12O6 | the ωB97M-V functional and the def2-TZVPD basis

```
18
Properties=species:S:1:pos:R:3:lowdin_charge:R:1
O 0.450 -0.015 -2.138 -0.022
O 0.683 -1.227 2.131 -0.086
O -3.732 -1.335 -0.031 -0.058
O 3.373 2.494 0.620 -0.086
O 3.560 -1.565 -0.907 -0.023
O -4.158 1.853 -0.052 -0.057
H -4.038 -2.236 -0.051 0.024
H -0.220 -0.903 1.780 0.074
H -0.112 0.632 -1.837 -0.018
H 1.140 -0.177 -1.454 0.038
H 3.443 -2.472 -1.046 0.004
H -3.156 -1.388 0.763 0.048
H 4.076 2.814 -0.050 0.084
H -4.767 2.339 -0.548 -0.007
H 0.644 -1.401 3.064 0.015
H 3.853 2.544 1.432 0.004
H 2.637 -1.277 -0.942 0.015
H -3.674 1.319 -0.733 0.050
```

Structure (SMILES): O.O.O.O.O.O
Energy above the lowest of the compared OMol25 structures with the same formula, charge and spin in kcal/mol: 55.5
Charge: 0

Entry 3:
H12O6 | the ωB97M-V functional and the def2-TZVPD basis

```
18
Properties=species:S:1:pos:R:3:lowdin_charge:R:1
O -2.380 -1.580 1.019 -0.062
O 1.659 -0.891 -0.623 -0.105
O -1.008 2.479 -0.363 -0.105
O 0.571 -1.499 2.025 -0.138
O 1.662 2.008 -1.009 -0.097
O -0.923 -0.081 -1.023 -0.088
H -0.050 -0.527 -1.007 0.012
H -1.651 -2.132 1.275 0.011
H 0.797 2.278 -0.547 0.039
H 1.475 -1.168 1.671 0.060
H -1.510 -0.450 -0.285 0.058
H 1.843 2.707 -1.652 0.052
H -0.978 2.540 0.605 0.054
H 0.776 -2.319 1.422 0.081
H 2.297 -1.046 -1.361 0.084
H -1.011 1.519 -0.676 0.006
H 1.711 0.120 -0.698 0.048
H -3.280 -1.959 1.227 0.089
```

Structure (SMILES): O.O.O.O.O.O
Energy above the lowest of the compared OMol25 structures with the same formula, charge and spin in kcal/mol: 30.8
Charge: 0

Entry 4:
H12S6 | the ωB97M-V functional and the def2-TZVPD basis

```
18
Properties=species:S:1:pos:R:3:lowdin_charge:R:1
S -3.000 2.032 -1.026 0.307
S 1.641 -3.648 0.386 0.361
S 0.334 -1.563 -3.887 0.335
S 4.623 0.980 -0.433 0.345
S -0.159 2.556 2.372 0.316
S -1.942 -1.454 3.798 0.374
H -3.794 2.640 -1.930 -0.261
H -0.702 1.369 2.029 -0.262
H 4.985 1.209 -1.701 -0.250
H -3.118 -0.916 4.142 -0.244
H 0.979 -3.409 1.516 -0.260
H -2.409 -2.211 2.795 -0.237
H 0.552 -0.270 -4.092 -0.260
H 0.251 2.659 1.088 -0.260
H 3.328 0.841 -0.770 -0.250
H -2.099 3.029 -1.035 -0.253
H -0.693 -1.335 -3.063 -0.251
H 1.223 -2.508 -0.189 -0.249
```

Spin multiplicity: 2
Energy above the lowest of the compared OMol25 structures with the same formula, charge and spin in kcal/mol: 0.0
Charge: -1

Entry 5:
H12Si5 | the ωB97M-V functional and the def2-TZVPD basis

```
17
Properties=species:S:1:pos:R:3:lowdin_charge:R:1
Si 0.915 -2.151 -0.023 0.397
Si 0.987 0.073 0.748 -0.116
Si -3.298 0.180 -0.024 0.343
Si 2.542 1.422 -0.129 0.357
Si -1.181 0.832 0.587 0.307
H 3.905 1.234 0.121 -0.151
H -1.323 2.338 0.954 -0.107
H -0.381 0.357 -1.751 0.032
H -3.707 -0.694 1.066 -0.135
H 1.985 -3.123 0.680 -0.068
H 0.975 -2.322 -1.411 -0.144
H 1.345 -0.038 2.276 -0.094
H -4.029 1.391 -0.502 -0.095
H 2.585 2.870 -0.348 -0.113
H -3.617 -0.779 -1.033 -0.135
H -0.338 -2.592 0.324 -0.163
H 2.633 1.001 -1.534 -0.114
```

Energy above the lowest of the compared OMol25 structures with the same formula, charge and spin in kcal/mol: 61.9
Charge: 0

Entry 6:
H13O6 | the ωB97M-V functional and the def2-TZVPD basis

```
19
Properties=species:S:1:pos:R:3:lowdin_charge:R:1
O -2.348 1.300 1.367 -0.088
O 1.013 3.024 0.734 0.008
O -0.309 0.124 -0.209 0.216
O -1.730 -1.488 -1.753 -0.002
O 1.943 -0.959 -1.899 0.045
O 1.566 -1.106 1.212 0.037
H 1.578 2.908 0.009 0.012
H 2.129 -1.733 -1.483 -0.010
H 1.452 2.568 1.411 0.011
H -1.017 -0.264 -0.780 0.105
H -2.201 -2.205 -1.382 0.053
H -0.746 0.808 0.265 0.071
H 2.364 -1.398 1.275 -0.029
H 2.146 -0.203 -1.449 -0.012
H -2.730 1.092 2.229 0.052
H 1.017 -1.639 1.913 0.171
H -3.237 1.320 0.795 0.141
H 0.417 -0.368 0.337 0.118
H -1.302 -1.774 -2.583 0.102
```

Energy above the lowest of the compared OMol25 structures with the same formula, charge and spin in kcal/mol: 53.5
Charge: +1

Number 1: DFT total energy -458.57513 hartree. Number 2: DFT total energy -458.58397 hartree. Number 3: DFT total energy -458.62344 hartree. Number 4: DFT total energy -2396.23064 hartree. Number 5: DFT total energy -1454.39087 hartree. Number 6: DFT total energy -458.93308 hartree.